{
  "formula": "C30H80F2N11O14S2",
  "method": "ωB97M-V/def2-TZVPD",
  "elements": ["N", "S", "O", "O", "F", "S", "O", "O", "F", "C", "C", "O", "N", "H", "H", "C", "H", "H", "H", "H", "H", "H", "C", "C", "O", "N", "H", "H", "C", "H", "H", "H", "H", "H", "H", "C", "C", "O", "N", "H", "H", "C", "H", "H", "H", "H", "H", "H", "C", "C", "O", "N", "H", "H", "C", "H", "H", "H", "H", "H", "H", "C", "C", "O", "N", "H", "H", "C", "H", "H", "H", "H", "H", "H", "C", "C", "O", "N", "H", "H", "C", "H", "H", "H", "H", "H", "H", "C", "C", "O", "N", "H", "H", "C", "H", "H", "H", "H", "H", "H", "C", "C", "O", "N", "H", "H", "C", "H", "H", "H", "H", "H", "H", "C", "C", "O", "N", "H", "H", "C", "H", "H", "H", "H", "H", "H", "C", "C", "O", "N", "H", "H", "C", "H", "H", "H", "H", "H", "H"],
  "positions_angstrom": [[-1.24101, -1.38991, -0.78466], [-1.32160, 0.15768, -0.56557], [-0.47016, 0.94688, -1.46666], [-1.52284, 0.58185, 0.80310], [-2.77025, 0.28305, -1.16150], [0.38746, -1.42392, -0.66709], [0.99594, -0.97431, 0.57564], [1.09399, -1.43411, -1.93628], [0.39524, -3.01166, -0.39123], [4.60920, -5.76199, -3.44820], [3.34632, -6.37950, -3.96779], [2.20564, -5.98807, -3.81174], [3.68906, -7.52445, -4.94733], [4.11913, -7.26310, -5.82303], [4.38693, -8.18427, -4.63474], [2.47860, -8.47966, -5.19386], [5.14657, -5.14675, -4.16986], [5.30063, -6.51245, -3.06502], [4.32947, -5.12878, -2.60624], [2.23855, -9.02773, -4.28277], [2.72528, -9.10858, -6.04927], [1.68452, -7.83263, -5.56654], [5.61117, 1.18823, -1.17374], [6.67210, 0.38996, -1.87844], [7.06433, -0.65224, -1.45341], [7.44258, 1.07169, -3.07382], [7.41426, 0.56746, -3.94848], [7.15002, 2.01005, -3.30615], [8.88400, 1.30237, -2.60015], [4.74930, 1.28110, -1.83453], [5.92145, 2.21274, -0.96825], [5.26663, 0.78119, -0.22310], [9.05549, 1.69968, -1.59973], [9.29663, 1.92227, -3.39613], [9.37822, 0.33637, -2.70359], [2.14018, 6.02511, -6.38527], [1.87169, 4.51182, -6.31396], [0.76690, 4.06152, -6.00147], [2.91695, 3.48300, -6.86099], [3.05853, 3.61897, -7.85173], [3.80519, 3.78628, -6.48795], [2.52267, 2.00321, -6.41636], [1.45299, 6.56567, -7.03616], [3.11048, 6.25818, -6.82380], [2.17939, 6.52325, -5.41654], [3.04946, 1.24373, -6.99411], [1.45876, 1.89822, -6.62892], [2.77571, 1.87114, -5.36440], [-6.02299, 2.03115, 4.84797], [-5.45857, 1.50172, 6.10297], [-4.31841, 1.18690, 6.25732], [-6.46680, 1.52087, 7.28250], [-6.99484, 2.37625, 7.18455], [-6.98611, 0.68714, 7.04730], [-5.78603, 1.30841, 8.66658], [-7.02729, 1.63969, 4.68605], [-5.41098, 1.73666, 3.99542], [-6.09277, 3.11792, 4.89452], [-6.64004, 1.41909, 9.33481], [-5.05000, 2.10748, 8.75525], [-5.50597, 0.25827, 8.58376], [3.83698, 2.85365, 8.33984], [2.79954, 3.60922, 7.60796], [2.67989, 4.78616, 7.74995], [1.72393, 2.76925, 6.85662], [1.50626, 1.99495, 7.46751], [0.88083, 3.32519, 6.84203], [2.15876, 2.34527, 5.40275], [4.55020, 3.53831, 8.79880], [4.39342, 2.14130, 7.73070], [3.42050, 2.28478, 9.17113], [2.84075, 1.49749, 5.46787], [2.76295, 3.15110, 4.98599], [1.21696, 2.02725, 4.95556], [-2.00033, -5.88370, 2.77023], [-2.19034, -4.35064, 2.96151], [-1.47428, -3.75050, 3.74988], [-3.21210, -3.70946, 2.03715], [-2.67882, -3.33513, 1.26540], [-3.70931, -4.45716, 1.57473], [-4.23877, -2.81633, 2.86538], [-2.88084, -6.46860, 3.03608], [-1.23449, -6.28278, 3.43531], [-1.59530, -5.98869, 1.76373], [-5.08726, -2.45351, 2.28528], [-3.65880, -1.95821, 3.20504], [-4.51487, -3.40931, 3.73730], [3.53256, -3.33917, 4.90431], [3.63868, -4.30941, 6.00168], [3.20272, -5.44238, 5.87364], [4.12785, -3.79086, 7.38947], [5.03082, -3.34594, 7.30708], [3.57083, -3.02256, 7.73520], [4.04809, -4.95458, 8.48640], [2.77460, -2.58153, 5.10320], [3.33971, -3.68906, 3.89016], [4.44545, -2.74359, 4.90002], [4.58745, -4.50694, 9.32115], [4.56729, -5.83468, 8.10697], [2.97776, -5.04964, 8.66931], [-1.48484, -3.17979, -6.17400], [-2.26583, -2.40325, -5.13903], [-2.41110, -1.17342, -5.09068], [-2.92861, -3.23256, -4.02349], [-2.70979, -4.21291, -4.12899], [-2.49221, -2.84016, -3.20149], [-4.49491, -3.08263, -4.09578], [-1.79613, -2.87693, -7.17374], [-1.55935, -4.26220, -6.06941], [-0.46660, -2.79974, -6.09115], [-4.95221, -2.68983, -5.00390], [-4.75842, -2.38197, -3.30349], [-4.79620, -4.11729, -3.93205], [1.05939, 6.11115, -0.71563], [0.73106, 5.60751, 0.66908], [1.05474, 4.46283, 1.05350], [0.01152, 6.48049, 1.61550], [-0.85300, 6.76506, 1.17764], [-0.26051, 5.91405, 2.40623], [0.87033, 7.63763, 2.17945], [1.80800, 6.90339, -0.70865], [0.09492, 6.49847, -1.04411], [1.43111, 5.22851, -1.23609], [1.07550, 8.32916, 1.36227], [1.68652, 7.25714, 2.79357], [0.27555, 8.11055, 2.96093], [-7.01521, 1.60409, -5.37837], [-7.34685, 2.99806, -5.70905], [-6.64340, 3.95766, -5.37692], [-8.58507, 3.24844, -6.51688], [-8.48040, 3.79629, -7.35890], [-8.93102, 2.41490, -6.97032], [-9.62254, 3.71345, -5.49567], [-7.54153, 1.34517, -4.45966], [-5.97104, 1.37826, -5.16197], [-7.37572, 1.02298, -6.22715], [-9.32663, 4.61749, -4.96347], [-9.77872, 2.92164, -4.76304], [-10.45104, 3.82864, -6.19453]],
  "e_homo_ev": -24.0,
  "e_tot_ev": -104454.6172,
  "lumo_energy_ev": -14.76,
  "total_charge": 9,
  "de_lowest_kj_mol": 0.0,
  "spin_multiplicity": 1
}